C16H16F2N2O5S2V as an isolated structure in a non-equilibrium geometry. Source: OMol25; level of theory: the ωB97M-V functional and the def2-TZVPD basis.

Summary:
Max |F| in hartree/bohr: 0.0196
Calculated total energy in Ha: -3045.13458
HOMO energy (spin up / spin down) in eV: -9.4 / -9.4
Orbital gap (spin up / spin down) in eV: 7.679 / 8.077
Energy relative to the best compared isomer or geometry (same formula, charge and spin) in kcal/mol: 5.5
LUMO energy (spin up / spin down) in eV: -1.7 / -1.3

ORCA input file:
```
! wB97M-V def2-TZVPD RIJCOSX def2/J DEFGRID3
* xyz 0 2
V -0.442 0.273 0.224
F -2.460 -0.303 5.170
C -1.389 -0.311 4.363
C -1.571 -0.076 3.013
C -0.445 -0.092 2.210
C 0.838 -0.322 2.735
C 0.933 -0.556 4.099
F 2.140 -0.796 4.654
C -0.158 -0.558 4.937
C 1.970 -0.255 1.798
C 3.326 -0.382 2.093
C 4.256 -0.215 1.091
C 3.858 0.093 -0.204
C 2.514 0.197 -0.449
N 1.600 -0.004 0.518
H -2.566 0.100 2.629
H -0.050 -0.741 5.995
H 3.632 -0.597 3.103
H 5.310 -0.310 1.321
H 4.570 0.256 -0.999
H 2.131 0.455 -1.429
S -0.537 -2.011 -0.057
C -2.210 -1.920 0.261
N -3.331 -1.789 0.507
C 1.013 -1.171 -3.311
C 0.061 -0.015 -3.496
O -1.081 -0.190 -2.666
C -2.236 0.498 -3.174
C -3.466 -0.030 -2.487
H 1.868 -1.057 -3.982
H 0.515 -2.112 -3.545
H 1.403 -1.254 -2.296
H -0.254 0.031 -4.543
H 0.530 0.952 -3.271
H -2.294 0.306 -4.250
H -2.108 1.573 -3.030
H -3.588 -1.100 -2.662
H -4.346 0.480 -2.887
H -3.455 0.134 -1.412
O -1.552 3.852 0.369
S -0.864 2.731 -0.151
O 0.265 2.190 0.681
O -1.804 1.363 0.080
O -0.524 2.684 -1.552
*
```